No. 1
Molecular formula: C32H37N2NiOPSSi
Method: DFT, the ωB97M-V functional and the def2-TZVPD basis

Last column: Löwdin spin population.
Cartesian coordinates (Å):
Ni1 0.960 0.179 -0.344  0.077
O1 0.426 3.348 1.998  0.248
C1 -0.071 2.256 1.972  0.474
C2 -1.401 1.731 2.212  0.096
C3 -2.368 2.557 2.850  0.025
C4 -3.674 2.085 3.060  0.004
C5 -4.045 0.807 2.707  0.007
C6 -3.116 0.034 1.985  -0.002
C7 -1.810 0.466 1.709  0.005
P1 -0.639 -0.530 0.833  0.017
C8 -0.261 -1.756 2.089  0.002
C9 0.763 -1.484 3.008  0.002
C10 1.154 -2.491 3.907  0.000
C11 0.424 -3.685 3.996  0.001
C12 -0.652 -3.881 3.103  0.000
C13 -1.020 -2.919 2.185  0.001
C14 -1.402 -1.098 -0.684  -0.012
C15 -2.013 -0.070 -1.563  0.001
C16 -3.030 -0.641 -2.568  0.012
C17 -3.037 -2.127 -2.703  0.025
C18 -2.206 -2.960 -2.054  -0.001
C19 -1.341 -2.440 -1.028  0.029
H1 -2.104 3.545 3.220  0.002
H2 -4.393 2.734 3.549  0.001
H3 -5.066 0.459 2.920  0.000
H4 -3.391 -0.990 1.675  0.000
H5 1.227 -0.498 2.987  0.003
H6 1.918 -2.362 4.631  0.000
H7 0.678 -4.458 4.722  0.000
H8 -1.274 -4.762 3.226  0.000
H9 -1.852 -3.009 1.455  0.000
H10 -2.563 0.624 -0.902  0.001
H11 -4.033 -0.362 -2.219  0.002
H12 -3.771 -2.471 -3.445  0.001
H13 -2.230 -4.031 -2.284  -0.001
H14 -0.659 -3.142 -0.568  0.001
C20 -0.679 2.865 -1.464  0.007
Si1 -0.747 1.207 -2.393  0.041
C21 1.064 0.881 -2.855  0.008
C22 -1.829 1.186 -3.932  0.284
C23 -2.806 0.039 -3.986  0.084
C24 -4.106 0.402 -4.685  0.217
C25 -4.129 1.335 -5.661  0.012
C26 -2.982 2.121 -5.877  0.278
C27 -1.867 2.110 -5.005  -0.016
H15 0.195 2.972 -0.794  0.000
H16 -1.501 3.001 -0.815  0.000
H17 -0.677 3.641 -2.202  0.000
H18 1.504 1.855 -2.924  0.000
H19 1.165 0.390 -3.809  0.000
H20 1.737 0.338 -2.163  0.001
H21 -2.294 -0.722 -4.663  0.049
H22 -4.988 -0.196 -4.405  0.012
H23 -5.025 1.530 -6.258  -0.005
H24 -2.974 2.754 -6.771  0.016
H25 -1.068 2.816 -5.177  -0.007
C28 4.540 -0.462 3.212  0.000
N1 4.109 -1.083 1.939  0.000
C29 4.181 -2.524 1.977  0.000
C30 3.835 -0.279 0.905  -0.001
S1 2.949 -0.715 -0.537  0.003
N2 4.314 0.997 0.874  0.001
C31 5.689 1.300 1.137  0.000
C32 3.553 2.055 0.259  -0.002
H26 3.828 -0.796 4.018  0.000
H27 4.474 0.628 3.160  0.000
H28 5.562 -0.696 3.511  0.000
H29 5.113 -2.949 1.547  0.000
H30 3.293 -2.976 1.436  0.000
H31 4.099 -2.805 3.028  0.000
H32 6.251 0.355 1.150  0.000
H33 5.884 1.928 2.032  0.000
H34 6.108 1.879 0.280  0.000
H35 2.553 1.667 -0.029  -0.002
H36 4.081 2.417 -0.640  0.000
H37 3.464 2.877 0.945  0.000

Cartesian forces, eV/Å:
Ni -0.33 -0.22 0.52
O -1.10 -0.98 0.02
C 1.98 0.33 -0.12
C -2.30 0.66 -0.20
C -0.04 -0.90 -0.04
C 0.65 0.78 0.50
C 0.26 -0.45 -0.90
C -0.18 -0.69 0.30
C -1.36 1.33 1.18
P 2.61 1.61 -1.49
C -0.20 -0.34 0.36
C 0.09 -0.77 -0.15
C -1.47 -0.15 -0.22
C -0.37 0.40 -1.22
C -0.11 -0.42 1.14
C 0.18 0.24 -0.69
C 0.18 -2.98 0.40
C -0.11 0.43 0.61
C 0.13 0.67 -0.45
C -0.02 -0.52 -0.64
C -0.66 0.26 -1.24
C 0.12 1.59 0.37
H 0.12 -0.15 -0.24
H 0.09 -0.02 0.00
H 0.64 0.02 -0.19
H 0.07 0.67 0.06
H 0.19 -0.29 -0.08
H 0.77 0.45 0.43
H -0.03 0.26 -0.21
H 0.14 -0.08 -0.13
H 0.57 -0.40 0.81
H 0.16 0.04 -0.19
H 0.00 0.15 -0.22
H 0.37 -0.23 0.33
H 0.06 0.41 0.23
H -0.18 0.15 0.53
C 0.85 -0.92 -0.08
Si -0.10 -0.57 0.64
C -0.49 -0.52 0.47
C 0.05 1.38 -1.09
C -0.31 -0.18 -0.16
C -0.04 -0.88 0.47
C -0.39 -0.15 0.30
C 1.06 0.51 -0.86
C -0.88 -1.42 0.79
H -0.11 -0.21 -0.60
H -1.25 0.19 0.56
H 0.04 0.74 -0.39
H 0.27 0.77 -0.19
H -0.03 -0.29 -0.35
H -0.37 0.09 -0.15
H -0.46 0.41 0.63
H 0.37 0.32 -0.33
H 0.26 -0.10 0.30
H 0.08 0.00 0.48
H 0.01 0.20 0.20
C -0.94 0.21 0.58
N 1.31 1.29 1.02
C -1.37 -1.09 -1.09
C -0.94 -0.08 -2.16
S 1.02 -1.38 1.23
N -0.37 -0.16 0.91
C 1.12 0.29 -0.27
C -0.17 -0.07 -1.06
H 0.74 0.17 -0.69
H -0.17 -0.37 -0.07
H 0.01 -0.30 -0.17
H -0.44 0.47 0.21
H 1.06 0.55 0.51
H 0.07 -0.14 -0.17
H 0.01 0.37 0.40
H -0.18 -0.52 -0.24
H -0.39 -0.36 0.41
H 0.62 0.55 0.33
H -0.29 -0.14 0.12
H -0.14 0.48 0.44

As for the energy relative to the best compared isomer or geometry (same formula, charge and spin): 156.1 kJ/mol. As for the multiplicity: 3. As for the HOMO-LUMO gap (alpha / beta): 5.725 / 5.755 eV.


No. 2
Molecular formula: C32H37N3O2
Method: DFT, the ωB97M-V functional and the def2-TZVPD basis

Last column: Löwdin charge in e.
Cartesian coordinates (Å):
C1 2.684 1.057 7.165  -0.156
C2 2.479 2.412 6.480  -0.155
C3 2.230 2.127 4.996  -0.156
N1 2.051 0.689 4.894  -0.115
C4 1.737 0.085 3.696  -0.207
C5 2.465 0.441 2.521  0.001
C6 2.184 -0.180 1.325  -0.016
C7 1.054 -1.045 1.206  -0.218
C8 0.777 -1.555 -0.071  0.029
C9 -0.432 -2.172 -0.434  -0.221
C10 -1.678 -1.841 0.178  -0.026
C11 -2.841 -2.439 -0.251  0.004
C12 -2.809 -3.443 -1.260  -0.221
N2 -3.986 -4.046 -1.670  -0.137
C13 -4.331 -5.432 -1.376  -0.158
C14 -5.854 -5.523 -1.541  -0.161
C15 -6.316 -4.201 -2.163  -0.161
C16 -5.071 -3.321 -2.328  -0.154
C17 -1.569 -3.775 -1.874  0.004
C18 -0.417 -3.122 -1.501  -0.015
C19 0.325 -1.405 2.392  -0.017
C20 0.694 -0.885 3.618  0.005
C21 2.369 -0.028 6.123  -0.148
H1 3.720 0.956 7.502  0.107
H2 2.025 0.948 8.029  0.106
H3 1.605 2.915 6.900  0.107
H4 3.348 3.060 6.602  0.108
H5 1.335 2.661 4.639  0.127
H6 3.076 2.464 4.379  0.107
H7 3.280 1.170 2.598  0.115
H8 2.809 -0.015 0.442  0.124
H9 1.572 -1.513 -0.816  0.124
H10 -1.714 -1.090 0.973  0.117
H11 -3.798 -2.164 0.203  0.121
H12 -3.812 -6.112 -2.073  0.110
H13 -4.025 -5.707 -0.356  0.119
H14 -6.121 -6.376 -2.167  0.105
H15 -6.317 -5.655 -0.559  0.105
H16 -6.798 -4.372 -3.128  0.105
H17 -7.030 -3.700 -1.504  0.105
H18 -5.213 -2.322 -1.892  0.114
H19 -4.837 -3.178 -3.400  0.117
H20 -1.571 -4.524 -2.671  0.121
H21 0.538 -3.337 -1.989  0.119
H22 -0.505 -2.114 2.341  0.112
H23 0.153 -1.171 4.528  0.117
H24 3.247 -0.682 5.984  0.121
H25 1.539 -0.675 6.441  0.110
C22 -0.216 -1.584 -5.646  -0.087
C23 0.394 -0.204 -5.736  -0.206
O1 0.191 0.352 -4.386  -0.058
C24 0.634 1.603 -4.110  -0.497
C25 0.679 1.869 -2.635  -0.093
N3 1.248 2.952 -2.247  0.029
C26 1.652 3.410 -1.102  -0.132
C27 2.190 4.743 -0.950  -0.223
C28 2.946 5.137 0.186  -0.056
C29 3.390 6.450 0.309  -0.109
C30 3.098 7.400 -0.685  -0.109
C31 2.387 7.005 -1.824  -0.090
C32 1.959 5.680 -1.970  -0.031
O2 0.974 2.415 -4.950  0.068
H26 0.112 -2.209 -6.481  0.075
H27 0.076 -2.062 -4.702  0.066
H28 -1.311 -1.497 -5.651  0.079
H29 1.470 -0.269 -5.957  0.125
H30 -0.119 0.407 -6.493  0.123
H31 0.191 1.127 -1.982  0.094
H32 1.630 2.768 -0.209  0.100
H33 3.174 4.386 0.944  0.096
H34 3.969 6.753 1.181  0.093
H35 3.447 8.432 -0.577  0.095
H36 2.154 7.729 -2.604  0.098
H37 1.427 5.343 -2.855  0.110

Cartesian forces, eV/Å:
C 0.11 -0.24 0.07
C -0.24 0.15 -0.10
C 0.36 0.25 -0.39
N -0.22 0.14 0.35
C 0.04 -0.06 -0.44
C -0.27 -0.18 0.32
C -0.29 0.01 0.32
C 0.46 0.09 0.35
C 0.26 0.21 0.24
C -0.91 -0.53 -0.73
C 0.40 -0.04 -0.18
C 0.03 -0.52 -0.44
C 0.73 0.65 0.21
N -1.05 -0.27 0.08
C 0.60 -0.09 -0.27
C 0.11 -0.12 0.21
C -0.11 0.27 -0.02
C 0.35 0.14 -0.20
C -0.73 0.01 0.27
C 0.02 0.37 0.51
C 0.42 0.27 0.05
C 0.27 0.14 -0.22
C -0.10 -0.40 -0.04
H -0.21 -0.04 0.06
H 0.19 0.04 -0.02
H 0.18 0.05 0.00
H -0.17 0.01 0.08
H 0.22 -0.22 -0.03
H -0.10 0.06 0.14
H -0.33 -0.39 -0.03
H -0.30 0.11 0.28
H -0.13 -0.01 0.12
H 0.01 -0.23 -0.51
H 0.29 -0.15 -0.22
H -0.15 -0.05 0.17
H 0.03 0.11 -0.22
H -0.03 0.04 0.15
H 0.01 -0.11 -0.18
H -0.02 0.12 0.13
H -0.01 -0.11 -0.18
H 0.08 -0.20 -0.07
H -0.07 0.05 0.29
H 0.02 0.28 0.28
H -0.33 0.06 0.12
H 0.46 0.24 -0.01
H 0.30 0.14 -0.43
H -0.26 0.12 -0.11
H 0.13 0.15 -0.03
C -0.32 -0.08 0.04
C -0.18 0.33 0.88
O 0.21 -0.39 -0.74
C 0.41 1.15 0.46
C -0.85 -1.70 -0.78
N 0.69 1.56 -0.40
C -0.09 -0.94 0.77
C 0.32 0.39 -0.05
C -0.44 -0.01 -0.46
C -0.11 0.09 -0.25
C 0.04 -0.24 0.07
C -0.01 -0.45 0.08
C 0.21 0.69 0.27
O -0.21 -0.89 0.07
H -0.13 0.05 0.05
H 0.02 0.06 -0.25
H 0.28 -0.18 -0.02
H -0.29 0.32 0.14
H 0.34 -0.01 0.32
H 0.21 0.12 0.05
H 0.02 0.06 0.01
H -0.07 0.25 -0.09
H -0.11 -0.10 -0.15
H -0.17 -0.41 -0.03
H 0.11 -0.14 0.16
H 0.05 0.13 0.14

As for the energy relative to the best compared isomer or geometry (same formula, charge and spin): 349.3 kJ/mol. As for the HOMO-LUMO gap: 2.566 eV.


No. 3
Molecular formula: C32H37N4O3
Method: DFT, the ωB97M-V functional and the def2-TZVPD basis

Last column: Löwdin charge in e.
Cartesian coordinates (Å):
C1 -2.376 5.148 -0.815  0.000
N1 -2.196 3.725 -0.634  -0.038
C2 -3.270 2.889 -0.532  -0.366
O1 -4.451 3.237 -0.517  0.099
C3 -2.739 1.465 -0.411  -0.161
C4 -3.240 0.559 -1.536  -0.083
C5 -4.708 0.239 -1.400  -0.240
C6 -5.577 0.497 -2.462  -0.036
C7 -6.952 0.325 -2.295  -0.063
C8 -7.452 -0.151 -1.073  -0.073
C9 -6.570 -0.479 -0.035  -0.068
C10 -5.194 -0.296 -0.203  -0.047
N2 -1.290 1.669 -0.442  0.048
C11 -0.463 0.597 -0.378  0.019
C12 0.917 0.681 -0.500  -0.046
C13 1.864 -0.342 -0.510  0.026
C14 3.277 -0.051 -0.555  -0.147
C15 4.267 -1.087 -0.546  0.008
C16 5.618 -0.808 -0.648  0.037
C17 6.043 0.531 -0.814  -0.133
N3 7.414 0.821 -1.025  -0.310
O2 7.746 2.014 -1.215  0.078
O3 8.237 -0.123 -1.016  0.081
C18 5.109 1.580 -0.813  0.033
C19 3.761 1.295 -0.668  0.016
C20 -0.893 3.074 -0.675  -0.456
C21 -0.254 3.284 -2.060  0.017
C22 0.001 3.661 0.432  0.015
H1 -3.438 5.384 -0.723  0.103
H2 -1.816 5.705 -0.055  0.096
H3 -2.025 5.469 -1.804  0.099
H4 -3.034 1.066 0.577  0.165
H5 -3.051 1.064 -2.499  0.134
H6 -2.655 -0.373 -1.533  0.114
H7 -5.160 0.862 -3.405  0.116
H8 -7.630 0.567 -3.116  0.110
H9 -8.529 -0.261 -0.931  0.108
H10 -6.948 -0.875 0.910  0.108
H11 -4.493 -0.546 0.595  0.108
H12 -0.977 -0.347 -0.231  0.115
H13 1.287 1.694 -0.601  0.054
H14 1.617 -1.371 -0.804  0.079
H15 3.971 -2.137 -0.490  0.102
H16 6.370 -1.594 -0.641  0.129
H17 5.447 2.606 -0.948  0.130
H18 3.082 2.143 -0.693  0.105
H19 -0.979 3.030 -2.848  0.105
H20 0.036 4.338 -2.165  0.096
H21 0.638 2.663 -2.187  0.078
H22 -0.579 3.734 1.363  0.109
H23 0.885 3.044 0.611  0.071
H24 0.328 4.666 0.127  0.097
C23 2.197 -2.289 5.128  -0.071
C24 3.325 -2.226 4.298  -0.066
C25 3.211 -2.520 2.937  -0.028
C26 1.965 -2.875 2.413  -0.196
C27 1.784 -3.190 0.951  -0.255
C28 1.145 -4.554 0.643  -0.109
C29 0.097 -4.323 -0.446  -0.147
C30 -0.191 -2.828 -0.499  -0.156
N4 0.914 -2.164 0.282  -0.078
C31 0.841 -2.972 3.244  -0.047
C32 0.955 -2.670 4.602  -0.067
H25 2.282 -2.070 6.194  0.110
H26 4.294 -1.944 4.713  0.110
H27 4.077 -2.475 2.271  0.110
H28 2.750 -3.130 0.443  0.106
H29 1.925 -5.257 0.333  0.125
H30 0.664 -4.949 1.544  0.112
H31 0.472 -4.656 -1.418  0.116
H32 -0.828 -4.865 -0.234  0.118
H33 -0.160 -2.426 -1.520  0.117
H34 -1.163 -2.561 -0.053  0.115
H35 0.522 -1.509 0.957  0.113
H36 -0.115 -3.295 2.820  0.119
H37 0.065 -2.734 5.231  0.110

Cartesian forces, eV/Å:
C 0.32 0.42 -0.08
N -0.54 -0.44 -0.04
C -1.47 0.76 0.19
O 1.91 -0.74 -0.08
C -0.38 0.17 0.54
C 0.08 -0.12 -0.38
C -0.15 -0.09 -0.02
C -0.11 0.07 0.35
C 0.07 -0.20 0.25
C 0.27 0.11 -0.14
C 0.12 0.00 -0.18
C -0.41 0.16 -0.32
N 1.28 -1.87 0.08
C -0.90 1.51 -0.53
C 0.45 0.05 0.49
C 0.41 1.35 -3.66
C 2.09 0.91 0.51
C -0.82 0.47 -0.15
C 0.57 0.92 -0.21
C -2.47 -0.76 0.36
N 3.93 0.85 -0.52
O -0.90 -2.34 0.40
O -1.86 1.69 0.04
C 0.34 -0.33 -0.11
C -0.06 -0.90 0.14
C 0.09 0.81 -0.25
C -0.13 -0.15 -0.08
C -0.19 -0.15 0.18
H 0.19 -0.18 0.01
H -0.15 -0.06 -0.10
H -0.12 -0.06 0.16
H 0.09 0.16 -0.41
H -0.03 -0.23 0.26
H -0.05 0.18 -0.02
H -0.25 -0.02 0.28
H 0.18 -0.11 0.31
H 0.38 0.00 -0.05
H 0.06 0.13 -0.32
H -0.30 0.04 -0.09
H 0.05 0.10 0.06
H 0.09 -0.37 0.44
H 0.57 1.82 -0.60
H 0.04 0.48 -0.02
H -0.23 0.17 -0.03
H -0.02 -0.34 0.05
H 0.11 -0.23 0.05
H 0.26 0.06 0.21
H -0.10 -0.35 -0.02
H -0.15 0.19 -0.08
H 0.25 -0.02 -0.24
H -0.16 0.29 0.07
H -0.10 -0.34 0.17
C 0.00 -0.16 -0.24
C -0.24 0.00 0.15
C -0.41 0.04 0.06
C -0.01 -0.21 0.11
C -0.41 0.38 -0.38
C 0.03 -0.06 0.31
C -0.09 -0.27 -0.49
C 0.53 0.77 0.56
N -2.39 -3.34 2.95
C 0.33 0.23 0.28
C 0.07 0.05 -0.23
H 0.03 -0.02 -0.35
H -0.29 -0.09 -0.09
H -0.22 0.01 0.28
H 0.04 -0.13 0.18
H -0.30 0.01 0.10
H 0.20 0.01 -0.13
H -0.12 -0.03 0.11
H 0.19 -0.07 -0.13
H -0.15 -0.15 -0.02
H 0.25 -0.17 -0.17
H 0.19 -0.45 0.11
H 0.28 0.16 0.23
H 0.38 0.02 -0.07

As for the energy relative to the best compared isomer or geometry (same formula, charge and spin): 158.0 kJ/mol. Its total charge is +1. As for the HOMO-LUMO gap: 6.280 eV.


For reference, electronic energy by record: -107850.4528, -42344.9291, -45876.3251 eV.